{"formula": "C22H28FI2N4NdOSi", "method": "ωB97M-V/def2-TZVPD", "symbols": ["Nd", "C", "Si", "C", "C", "N", "C", "C", "C", "C", "C", "C", "F", "H", "H", "H", "H", "H", "H", "H", "H", "H", "H", "H", "H", "H", "C", "C", "C", "C", "C", "C", "N", "N", "C", "C", "C", "C", "C", "N", "H", "H", "H", "H", "H", "H", "H", "H", "H", "C", "C", "O", "H", "H", "H", "H", "H", "H", "I", "I"], "coordinates": [[-0.8976, -0.2772, -0.7765], [-1.3686, -2.3344, 1.4448], [-0.8765, -0.9061, 2.6333], [0.5791, -1.4907, 3.6587], [-2.3852, -0.4830, 3.6673], [-0.5607, 0.3489, 1.4332], [-0.2171, 1.6128, 1.7143], [0.2369, 2.0897, 2.9786], [0.5732, 3.4066, 3.1544], [0.4746, 4.3266, 2.1012], [0.0076, 3.9147, 0.8478], [-0.3159, 2.6061, 0.7061], [-0.8372, 2.1755, -0.5070], [-1.9761, -3.0540, 1.9945], [-0.4931, -2.8782, 1.0831], [-1.9947, -2.0024, 0.5964], [0.3464, -2.4716, 4.0768], [0.7881, -0.8211, 4.4955], [1.4927, -1.5833, 3.0684], [-2.6239, -1.3288, 4.3139], [-3.2609, -0.2712, 3.0509], [-2.2106, 0.3854, 4.3069], [0.3262, 1.3870, 3.7976], [0.9206, 3.7392, 4.1232], [0.7516, 5.3598, 2.2574], [-0.1055, 4.6069, 0.0245], [4.0504, 3.0490, -1.3814], [2.7365, 3.1816, -1.8074], [1.8853, 2.0904, -1.7830], [2.3396, 0.8482, -1.3254], [3.6735, 0.7143, -0.9212], [4.5133, 1.8127, -0.9469], [1.4432, -0.2403, -1.3548], [2.0340, -1.4065, -1.1922], [1.3106, -2.5443, -1.3263], [2.0277, -3.7496, -1.2475], [1.3655, -4.9385, -1.4400], [-0.0056, -4.9155, -1.7174], [-0.6497, -3.7018, -1.7594], [-0.0358, -2.5213, -1.5518], [4.7168, 3.9004, -1.4117], [2.3917, 4.1353, -2.1875], [0.8842, 2.1749, -2.1870], [4.0198, -0.2530, -0.5929], [5.5428, 1.7043, -0.6326], [3.0905, -3.7073, -1.0612], [1.8994, -5.8778, -1.3900], [-0.5545, -5.8282, -1.8975], [-1.7110, -3.6583, -1.9693], [-1.8351, 1.3154, -3.3341], [-3.2162, 1.1792, -2.7131], [-3.0660, 0.6962, -1.3441], [-1.9337, 1.4706, -4.4064], [-1.2403, 0.3939, -3.2063], [-1.3167, 2.1808, -2.9250], [-3.8223, 0.4637, -3.2695], [-3.7144, 2.1468, -2.7033], [-3.8965, 0.8629, -0.8830], [-4.3025, -2.2971, -1.6053], [-4.9981, -4.7386, -0.7709]], "forces_ev_per_a": [[-0.977, 0.299, 1.932], [0.365, 0.379, 0.346], [-0.393, -0.084, -0.355], [-0.199, 0.239, -0.150], [0.413, -0.001, -0.083], [-0.549, -2.586, -1.458], [0.573, 2.757, 0.427], [-0.379, -0.765, -1.048], [0.076, 0.886, -0.424], [-0.022, -0.234, 0.060], [0.316, 0.675, 0.574], [0.316, -0.707, 1.743], [-0.181, -0.426, -0.654], [-0.127, -0.004, -0.102], [-0.046, -0.025, -0.127], [-0.195, -0.388, 0.167], [-0.008, -0.034, 0.038], [-0.007, -0.044, -0.022], [-0.021, 0.007, -0.032], [-0.041, -0.006, 0.066], [0.038, -0.015, -0.047], [-0.010, -0.042, -0.013], [0.001, -0.001, -0.004], [0.006, 0.044, -0.020], [-0.033, -0.020, -0.021], [0.001, 0.032, 0.006], [-0.137, -0.046, -0.057], [-0.108, 0.050, -0.111], [-0.141, -0.156, -0.101], [0.207, 0.321, -0.034], [0.041, 0.022, 0.126], [0.039, -0.301, 0.093], [2.417, -2.855, 0.161], [-0.234, 3.990, -0.426], [-1.501, -1.853, -0.115], [-0.022, 0.924, -0.017], [-0.704, -0.385, -0.154], [0.842, -0.291, 0.126], [-0.188, 0.751, 0.033], [0.677, -0.381, -0.065], [-0.003, -0.008, 0.031], [-0.051, -0.071, 0.031], [-0.003, 0.084, 0.075], [0.126, 0.044, 0.071], [-0.029, -0.021, 0.010], [0.030, 0.024, 0.027], [0.000, 0.001, -0.001], [-0.026, 0.009, -0.007], [0.020, 0.044, 0.050], [-0.343, 0.052, 0.207], [0.219, -0.008, -0.330], [-0.241, 0.177, -0.486], [0.068, -0.095, -0.040], [-0.020, 0.141, -0.379], [0.143, -0.088, 0.052], [-0.057, 0.021, 0.034], [-0.050, -0.037, 0.062], [0.053, -0.073, 0.307], [-0.087, -0.154, 0.102], [0.145, 0.233, -0.078]], "relative_energy_kcal_mol": 6.0, "charge": 2, "multiplicity": 4, "s_squared": 3.75, "fmax_ha_per_bohr": 0.078}

{"formula": "C22H28FN2O2", "method": "ωB97M-V/def2-TZVPD", "symbols": ["C", "C", "C", "C", "C", "C", "C", "C", "C", "O", "C", "C", "O", "C", "N", "C", "C", "N", "C", "C", "C", "C", "C", "C", "F", "C", "C", "H", "H", "H", "H", "H", "H", "H", "H", "H", "H", "H", "H", "H", "H", "H", "H", "H", "H", "H", "H", "H", "H", "H", "H", "H", "H", "H", "H"], "coordinates": [[-1.0546, 2.3433, -2.1431], [-1.9019, 2.3321, -1.1319], [-1.6555, 3.0076, 0.1858], [-1.6523, 1.9890, 1.2933], [-2.8112, 1.6931, 1.9995], [-2.8209, 0.7255, 2.9874], [-1.6643, 0.0279, 3.2901], [-0.4993, 0.3034, 2.5983], [-0.5019, 1.2714, 1.6072], [0.6714, 1.4909, 0.8668], [1.6349, 2.3361, 1.4723], [2.8005, 2.5207, 0.4806], [2.3738, 3.0649, -0.7415], [3.5058, 1.1891, 0.1772], [2.5711, 0.1497, -0.3019], [2.2280, 0.2415, -1.7358], [0.9451, -0.5694, -1.9536], [0.8905, -1.6472, -0.9727], [-0.2415, -2.4861, -1.0260], [-0.1801, -3.8460, -1.3188], [-1.3216, -4.6290, -1.3064], [-2.5540, -4.0737, -1.0128], [-2.6436, -2.7228, -0.7228], [-1.4976, -1.9567, -0.7267], [-1.5968, -0.6405, -0.4209], [2.1865, -2.2454, -0.7589], [3.0425, -1.2168, 0.0059], [-1.2806, 1.8590, -3.0778], [-0.1104, 2.8627, -2.0924], [-2.8417, 1.8043, -1.2053], [-2.4542, 3.7302, 0.3682], [-0.7047, 3.5410, 0.1462], [-3.7175, 2.2322, 1.7677], [-3.7336, 0.5129, 3.5221], [-1.6677, -0.7301, 4.0576], [0.4093, -0.2399, 2.8178], [2.0082, 1.9037, 2.4111], [1.1904, 3.3119, 1.7075], [3.5435, 3.1793, 0.9576], [1.9992, 3.9423, -0.6045], [3.9843, 0.8355, 1.0922], [4.2728, 1.3596, -0.5821], [1.6523, 0.3398, 0.1879], [2.0646, 1.2869, -1.9945], [3.0657, -0.1443, -2.3207], [0.9283, -0.9548, -2.9842], [0.0734, 0.0736, -1.8108], [0.7656, -4.3002, -1.5704], [-1.2438, -5.6796, -1.5380], [-3.4416, -4.6849, -1.0083], [-3.5854, -2.2562, -0.4827], [2.6797, -2.5295, -1.7007], [2.0782, -3.1420, -0.1491], [2.9581, -1.3755, 1.0822], [4.0926, -1.3048, -0.2819]], "forces_ev_per_a": [[-0.020, 0.036, -0.203], [0.063, 0.159, 0.109], [-0.009, -0.088, -0.105], [0.310, 0.082, 0.041], [0.109, -0.027, 0.025], [-0.083, -0.064, 0.035], [-0.006, -0.014, 0.022], [0.156, 0.111, -0.173], [-0.181, -0.045, 0.209], [-0.382, -0.083, 0.043], [0.418, 0.407, 0.023], [-0.115, -0.312, 0.526], [-0.079, 0.153, -0.273], [0.260, 0.854, 0.108], [-0.476, 0.134, 0.279], [-0.305, 0.082, -0.761], [-0.171, 0.041, -0.127], [0.115, 0.139, 0.208], [-0.281, -0.038, 0.099], [0.007, 0.175, -0.024], [-0.055, -0.107, -0.002], [0.075, -0.001, -0.014], [0.121, 0.153, -0.008], [-0.062, -0.030, -0.034], [0.065, -0.243, -0.042], [0.045, 0.046, 0.003], [0.078, -0.769, 0.026], [-0.103, -0.133, -0.176], [0.188, 0.134, 0.104], [-0.142, -0.118, -0.098], [0.076, 0.043, 0.056], [-0.037, 0.074, 0.001], [-0.098, 0.088, -0.028], [-0.088, -0.015, 0.053], [0.000, -0.065, 0.076], [0.103, -0.053, -0.002], [-0.061, 0.035, -0.070], [0.006, -0.096, -0.025], [-0.085, -0.217, -0.002], [0.029, 0.001, 0.017], [-0.061, -0.070, -0.075], [-0.031, -0.136, 0.057], [0.445, -0.279, -0.100], [0.077, -0.149, 0.056], [0.047, 0.024, 0.143], [0.048, 0.059, 0.056], [0.125, -0.071, -0.057], [0.129, -0.026, -0.022], [0.007, -0.101, -0.018], [-0.097, -0.061, 0.002], [-0.101, 0.080, 0.039], [-0.010, -0.051, 0.069], [0.075, 0.059, -0.049], [-0.008, 0.139, -0.040], [-0.032, 0.155, 0.044]], "relative_energy_kcal_mol": 1.8, "charge": 1, "smiles": "C=CCc1ccccc1OC[C@H](O)C[NH+]1CCN(c2ccccc2F)CC1", "fmax_ha_per_bohr": 0.017}

{"formula": "C22H28FeNO6", "method": "ωB97M-V/def2-TZVPD", "symbols": ["C", "O", "C", "C", "C", "C", "C", "C", "Fe", "C", "O", "C", "O", "C", "O", "H", "H", "H", "H", "H", "H", "H", "H", "H", "C", "O", "C", "O", "C", "C", "C", "C", "N", "C", "C", "C", "C", "C", "C", "H", "H", "H", "H", "H", "H", "H", "H", "H", "H", "H", "H", "H", "H", "H", "H", "H", "H", "H"], "coordinates": [[-5.9571, 1.7506, -1.5953], [-4.6729, 1.9379, -2.3273], [-3.4230, 1.6745, -1.8283], [-2.9373, 1.4354, -0.4630], [-2.1618, 0.1267, -0.2631], [-1.0973, -0.2994, -1.3295], [-1.4188, 0.4041, -2.5119], [-2.2679, 1.5497, -2.7333], [-2.2801, 3.3007, -1.3631], [-1.4253, 3.4936, 0.1373], [-0.7775, 3.7047, 1.0903], [-3.2266, 4.8222, -1.4108], [-3.2890, 5.9855, -1.3405], [-0.8411, 3.8263, -2.2557], [0.2553, 4.0626, -2.5620], [-6.4992, 2.7152, -1.5076], [-6.5250, 1.0736, -2.2378], [-5.8132, 1.2368, -0.6430], [-3.6336, 1.6765, 0.3405], [-1.7537, 0.1240, 0.7603], [-2.9743, -0.6299, -0.2924], [-1.0110, -1.4433, -1.3120], [-0.9644, 0.1282, -3.4974], [-2.4179, 1.9562, -3.7509], [4.7854, -3.3314, 3.4532], [3.3883, -2.9477, 3.4573], [3.0935, -2.0849, 2.4615], [3.9485, -1.6328, 1.7368], [1.5766, -1.7902, 2.3945], [1.1837, -1.1935, 3.7596], [1.2249, 0.3200, 3.5711], [1.0533, 0.5341, 2.0443], [1.2840, -0.7760, 1.4136], [1.1601, -1.0011, 0.0922], [0.4030, -0.0895, -0.8452], [1.3342, 0.0695, -2.1197], [1.3998, -1.3463, -2.7801], [2.1228, -2.3739, -1.9030], [1.7259, -2.3139, -0.4423], [4.8778, -4.0208, 4.2908], [5.0480, -3.8330, 2.5125], [5.4253, -2.4533, 3.5869], [1.1041, -2.7537, 2.1893], [0.1599, -1.5315, 3.9690], [1.7900, -1.5737, 4.5913], [0.4515, 0.8584, 4.1735], [2.2249, 0.6973, 3.8398], [0.0070, 0.8269, 1.8455], [1.7018, 1.3507, 1.6420], [0.3457, 0.9300, -0.3638], [0.8971, 0.8045, -2.8296], [2.3942, 0.3446, -1.7783], [0.3789, -1.7387, -2.8928], [1.8593, -1.2930, -3.7901], [1.9578, -3.3931, -2.2780], [3.1898, -2.1660, -1.9906], [2.6108, -2.5820, 0.1420], [1.0051, -3.1285, -0.2567]], "forces_ev_per_a": [[0.618, -0.117, -0.380], [0.989, 0.277, 0.709], [-0.076, -1.123, 1.160], [-1.778, 0.209, -2.029], [0.258, -0.355, 0.665], [-0.124, -1.969, 3.361], [-0.322, 1.901, -4.550], [-1.253, -2.073, -0.316], [-1.844, -3.955, -0.365], [3.548, 1.697, 5.470], [-2.264, -1.000, -3.161], [-0.503, 7.597, 0.861], [-0.583, -4.286, -0.530], [5.852, 1.171, -1.898], [-3.452, -0.527, 0.655], [0.687, -0.574, 0.032], [0.065, 0.234, 0.014], [0.153, 0.356, 0.012], [0.093, -0.178, 0.036], [0.006, -0.151, -0.377], [0.387, 0.287, 0.222], [-1.121, 1.386, -0.961], [-0.042, 0.039, 1.179], [0.344, -0.614, 0.531], [-0.036, -0.179, 0.230], [0.162, 0.189, -0.662], [0.579, -0.146, -0.091], [-0.649, 0.074, 0.197], [1.568, -0.017, 0.510], [-1.151, -0.522, 0.147], [0.497, 0.469, -0.275], [-0.654, 0.192, 0.024], [-0.326, 0.960, 1.701], [-0.438, -1.062, -1.992], [1.872, 3.000, -0.043], [0.398, -1.022, 0.552], [-0.202, 0.216, -0.277], [0.419, 0.615, -0.647], [-0.533, -0.092, 0.879], [0.090, 0.092, -0.095], [-0.138, 0.192, 0.264], [-0.170, -0.220, -0.014], [-0.205, 0.155, 0.000], [0.104, 0.206, 0.010], [-0.051, 0.212, -0.396], [0.730, -0.433, -0.550], [-0.425, -0.046, 0.140], [0.226, 0.137, -0.018], [-0.295, -0.757, 0.223], [0.260, -0.712, -0.306], [0.667, -0.269, 0.474], [-1.601, -0.054, -0.540], [0.046, 0.290, -0.375], [-0.270, -0.083, 0.596], [0.088, 0.316, -0.038], [0.117, -0.078, 0.068], [-0.239, 0.094, -0.062], [-0.076, 0.049, 0.027]], "charge": 1, "multiplicity": 5, "s_squared": 6.12, "fmax_ha_per_bohr": 0.149, "e_tot_ha": -2624.541428}

{"formula": "C22H28FeO7", "method": "ωB97M-V/def2-TZVPD", "symbols": ["C", "C", "O", "C", "C", "C", "C", "C", "C", "C", "C", "C", "O", "O", "C", "C", "O", "H", "H", "H", "H", "H", "H", "H", "H", "H", "H", "H", "H", "H", "H", "H", "H", "H", "H", "H", "H", "H", "O", "C", "Fe", "C", "O", "C", "O", "C", "C", "C", "C", "C", "C", "H", "H", "H", "H", "H", "H", "H"], "coordinates": [[3.0775, -2.7396, 1.9883], [1.5751, -2.6679, 2.0199], [1.2750, -1.2402, 1.8308], [-0.0246, -1.0256, 1.5728], [-0.3315, 0.2057, 0.6536], [-1.8440, 0.6213, 1.0712], [-2.7951, -0.2634, 0.2893], [-4.2611, 0.1099, 0.5015], [-4.6503, 0.1120, 1.9728], [-3.7248, 0.9638, 2.8509], [-2.2379, 0.6515, 2.5743], [0.4677, 1.4741, 1.0659], [-0.0131, 2.6045, 1.0315], [1.7460, 1.2612, 1.3776], [2.4614, 2.5212, 1.5052], [3.9094, 2.1563, 1.6507], [-0.8477, -1.7834, 2.0945], [3.4167, -3.7530, 2.2220], [3.4288, -2.4688, 0.9856], [3.5503, -2.0629, 2.7106], [1.1200, -3.2000, 1.1660], [1.1709, -3.0433, 2.9679], [-1.9845, 1.6491, 0.7164], [-2.5594, -0.1652, -0.7858], [-2.5951, -1.3042, 0.6002], [-4.4187, 1.1045, 0.0592], [-4.8818, -0.6004, -0.0537], [-5.6908, 0.4341, 2.0880], [-4.5981, -0.9178, 2.3483], [-3.9324, 2.0352, 2.7163], [-3.9563, 0.7503, 3.9054], [-2.0640, -0.3429, 2.9892], [-1.6069, 1.3598, 3.1297], [2.2633, 3.1148, 0.5987], [2.1002, 3.0589, 2.3942], [4.5019, 3.0603, 1.8099], [4.0789, 1.4962, 2.5072], [4.2784, 1.6568, 0.7497], [-1.7047, -0.9801, -4.7023], [-0.6240, -0.8871, -4.2978], [1.0403, -0.7307, -3.9586], [1.2846, -2.4890, -3.8676], [1.0727, -3.6158, -4.0926], [1.4905, -0.5798, -5.6418], [1.4355, -0.8408, -6.7803], [-0.0244, -0.0199, -0.8829], [-0.3035, 1.1484, -1.9220], [0.4987, 1.0667, -3.2257], [1.9338, 0.8626, -3.1317], [2.1865, -0.2827, -2.3227], [1.1916, -0.7445, -1.4353], [-0.8781, -0.7589, -1.0302], [-1.3779, 1.3046, -2.1328], [-0.0215, 2.0536, -1.3783], [0.1427, 1.7952, -3.9636], [2.7039, 1.4163, -3.7021], [3.1475, -0.8060, -2.3680], [1.4023, -1.7348, -1.0395]], "forces_ev_per_a": [[0.439, -0.151, -0.207], [0.192, 0.531, 0.154], [-0.181, -0.592, -0.812], [-0.366, -1.360, 1.042], [0.032, 1.644, 2.460], [-0.296, 0.155, -1.320], [-0.165, -0.385, -0.174], [0.225, 0.063, -0.155], [0.002, -0.115, 0.255], [0.039, 0.284, -0.452], [0.490, -0.445, 0.280], [-0.382, 0.833, 0.145], [0.591, -1.639, -0.061], [-0.350, 0.825, -0.302], [0.240, -0.173, 0.130], [0.497, -0.010, -0.018], [1.018, 1.449, -1.840], [-0.056, 0.064, -0.111], [0.081, -0.062, 0.228], [-0.285, -0.086, -0.115], [0.128, 0.050, 0.524], [-0.095, 0.247, -0.334], [0.143, -0.174, -0.109], [-0.335, -0.153, 0.384], [-0.322, 0.239, -0.267], [-0.097, -0.099, 0.105], [-0.068, 0.149, 0.045], [0.105, -0.017, 0.022], [-0.038, 0.013, -0.082], [0.041, -0.160, -0.173], [0.243, 0.069, -0.239], [0.043, 0.225, 0.051], [-0.059, -0.104, -0.162], [0.097, -0.105, 0.463], [-0.062, -0.131, -0.399], [-0.013, -0.040, -0.053], [-0.116, 0.073, -0.124], [-0.032, 0.039, 0.126], [1.510, 0.224, 1.091], [-4.501, -0.345, -1.890], [-0.219, 1.228, 1.926], [0.514, -5.861, 1.165], [0.186, 1.434, -0.398], [0.457, 0.466, -6.969], [0.440, 0.208, 2.085], [-2.184, -1.705, -2.276], [-0.346, 0.080, 1.304], [0.515, 2.031, 0.545], [-0.249, 0.825, 1.033], [0.948, 1.285, 1.463], [0.845, -0.529, 1.915], [1.099, 0.437, -0.399], [0.370, -0.442, 0.122], [0.170, 0.341, -0.393], [0.232, -0.161, 0.262], [-0.681, -0.697, 0.191], [-0.307, 0.159, 0.157], [-0.126, 0.077, 0.157]], "charge": 0, "multiplicity": 5, "s_squared": 6.08, "fmax_ha_per_bohr": 0.136, "e_tot_ha": -2645.266412}